<P>
Below is the molecule C8H11N, with properties calculated with ωB97M-V/def2-TZVPD.

SMILES: CC1(C)[C@]2(C)C[C@]12C#N
E_HOMO: -8.17 eV

CARTESIAN COORDINATES (ANGSTROEM)
C (-0.2894, -1.3054, -1.2838)
C (-0.5925, -0.3906, -0.1222)
C (-0.9028, -1.0623, 1.2862)
C (0.4203, 0.7212, 0.2138)
C (1.6140, 1.2446, -0.4665)
C (-0.6113, 1.5582, 0.8719)
C (-1.3317, 0.9059, -0.3177)
C (-1.6513, 1.3924, -1.5964)
N (-1.9552, 1.6423, -2.6938)
H (-0.0861, -0.7433, -2.2958)
H (-1.2300, -1.9204, -1.2556)
H (0.6439, -1.8137, -1.0879)
H (-1.8808, -0.8505, 1.7407)
H (-0.1165, -0.8133, 2.0482)
H (-1.0288, -2.1550, 1.2259)
H (1.6217, 2.3762, -0.4268)
H (1.5310, 1.0222, -1.5172)
H (2.5298, 0.7460, -0.0228)
H (-0.5528, 2.6441, 0.7690)
H (-1.0128, 1.1572, 1.7250)


<Q>
Below is the molecule C8H11N, with properties calculated with ωB97M-V/def2-TZVPD.

SMILES: C1=C[C@@H]2[C@H]3CCN[C@@]23C1
E_HOMO: -8.52 eV

CARTESIAN COORDINATES (ANGSTROEM)
C (1.4987, -1.9750, 0.6434)
C (1.9922, -0.9983, -0.1020)
C (0.9390, -0.0044, -0.5827)
C (0.3608, 0.8587, 0.4756)
C (-0.5180, 1.9388, -0.0706)
C (-1.5164, 1.2224, -0.9486)
N (-1.5489, -0.1986, -0.5211)
C (-0.2803, -0.4444, 0.1456)
C (-0.0061, -1.7033, 0.9020)
H (2.0104, -2.8597, 1.0730)
H (3.0931, -0.8597, -0.3825)
H (0.9019, 0.1906, -1.6835)
H (0.9212, 1.0599, 1.4207)
H (-1.0199, 2.4703, 0.7818)
H (0.0361, 2.6954, -0.7180)
H (-2.5154, 1.6894, -0.9840)
H (-1.1878, 1.2698, -2.0086)
H (-2.3209, -0.2309, 0.0921)
H (-0.5937, -2.5083, 0.4736)
H (-0.2460, -1.6126, 1.9938)


Most stable structure - <Q>; separation to the second - 2.015 eV.